A gas-phase ion, C3H3N8OP (charge -2) at a distorted geometry, computed with ωB97M-V with the def2-TZVPD basis set.

Each atom is followed by the atoms it is bonded to, with distances in Å.
Positions of all 16 atoms, in Å:
1 C 1.672 1.315 -0.797  N6 1.337, N8 1.354, P13 1.771
2 C -1.219 -1.474 0.676  C3 1.371, N7 1.329, N9 1.394
3 C 0.083 -1.049 0.613  C2 1.371, P13 1.802, H14 1.042
4 N 3.400 2.303 -1.383  N6 1.345, N10 1.305
5 N -2.863 -2.847 0.731  N7 1.312, N11 1.247
6 N 2.681 2.024 -0.282  C1 1.337, N4 1.345
7 N -1.554 -2.758 0.743  C2 1.329, N5 1.312
8 N 1.761 1.119 -2.134  C1 1.354, N10 1.326
9 N -2.410 -0.751 0.636  C2 1.394, N11 1.395, H15 0.970
10 N 2.860 1.788 -2.453  N4 1.305, N8 1.326
11 N -3.406 -1.724 0.716  N5 1.247, N9 1.395
12 O -0.768 1.587 0.082  P13 1.492
13 P 0.410 0.691 0.278  C1 1.771, C3 1.802, O12 1.492, H16 1.379
14 H 0.895 -1.658 0.379  C3 1.042
15 H -2.573 0.187 0.821  N9 0.970
16 H 1.031 1.247 1.376  P13 1.379

Summary:
max |F|	0.0846	hartree/bohr
gap between HOMO and LUMO	7.372	eV
ΔE to the lowest compared entry with this formula, charge and spin	16.0	kJ/mol
LUMO energy	6.95	eV
total charge	-2